This record from the OMol25 dataset describes a structure of composition C20H40Cl2F3KN3O7P in a non-equilibrium geometry. The level of theory is ωB97M-V/def2-TZVPD.

2S+1	1
orbital gap	7.12	eV
LUMO energy	0.3	eV
HOMO	-6.837	eV
net charge	0

Last column: Löwdin charge in e.
Positions of all 77 atoms, in Å:
K (-4.6793, -5.1101, 15.0002)  0.77
C (-5.4189, -7.4757, 17.2451)  -0.54
O (-4.0874, -6.8378, 17.1302)  -0.18
O (-6.2899, -6.5319, 17.1160)  -0.17
C (-5.4729, -8.5267, 16.1531)  -0.57
F (-5.4916, -7.9923, 14.9148)  0.10
F (-4.4166, -9.3764, 16.1755)  0.11
F (-6.5578, -9.2964, 16.2687)  0.14
C (-3.3242, -6.7649, 18.2845)  -0.31
C (-1.9643, -6.1859, 17.9389)  -0.07
H (-1.3871, -5.9325, 18.8316)  0.07
H (-1.4306, -6.9082, 17.3215)  0.07
H (-2.0667, -5.2578, 17.3696)  0.06
H (-3.1841, -7.7392, 18.7793)  0.12
H (-3.8399, -6.1693, 19.0602)  0.12
H (-5.4826, -7.9875, 18.2307)  0.15
Cl (-9.3039, -3.7572, 16.9376)  0.58
C (-7.6937, -3.3667, 16.2443)  -0.62
C (-7.9166, -2.2506, 15.2557)  -0.65
Cl (-6.4679, -1.8902, 14.2868)  0.61
H (-7.3671, -4.2661, 15.7386)  0.03
H (-7.0424, -3.0740, 17.0585)  0.06
H (-8.2560, -1.3383, 15.7424)  0.07
H (-8.7181, -2.5262, 14.5704)  0.05
O (-6.5825, -5.2883, 12.9003)  -0.33
P (-7.5245, -5.4059, 11.7766)  0.48
N (-7.5220, -4.2172, 10.6429)  -0.30
C (-8.0142, -2.8852, 11.0005)  -0.10
C (-6.6168, -4.2633, 9.5061)  -0.11
N (-9.0753, -5.3700, 12.3315)  -0.30
C (-10.2301, -5.3554, 11.4651)  -0.13
C (-9.3555, -5.6580, 13.7396)  -0.08
N (-7.2019, -6.7546, 10.8846)  -0.31
C (-6.2698, -7.7279, 11.4376)  -0.09
C (-8.0777, -7.2289, 9.8483)  -0.12
H (-7.3080, -2.3431, 11.6341)  0.05
H (-8.9529, -2.9860, 11.5441)  0.07
H (-8.1996, -2.3292, 10.0818)  0.09
H (-7.1596, -4.2653, 8.5572)  0.08
H (-5.9170, -5.0866, 9.6094)  0.08
H (-5.9897, -3.3609, 9.4940)  0.08
H (-10.0539, -4.7413, 10.5810)  0.07
H (-10.5406, -6.3523, 11.1305)  0.07
H (-11.0841, -4.9205, 11.9924)  0.09
H (-8.4656, -6.0219, 14.2477)  0.08
H (-9.7251, -4.7562, 14.2302)  0.05
H (-10.1006, -6.4547, 13.8035)  0.09
H (-6.1726, -7.6193, 12.5155)  0.06
H (-6.6491, -8.7436, 11.2926)  0.09
H (-5.2754, -7.6506, 10.9867)  0.08
H (-8.9309, -7.8072, 10.2341)  0.08
H (-7.5387, -7.8937, 9.1710)  0.09
H (-8.4939, -6.3977, 9.2763)  0.07
O (-4.1953, -2.8809, 16.5525)  0.04
C (-4.0764, -2.1900, 17.5210)  -0.47
O (-4.9426, -1.1972, 17.8030)  0.03
C (-4.5734, -0.5025, 18.9910)  -0.14
C (-3.4244, -1.3032, 19.6647)  -0.13
C (-2.9274, -2.1992, 18.5241)  -0.06
H (-5.4150, -0.3697, 19.6616)  0.12
H (-4.1595, 0.4598, 18.6902)  0.12
H (-3.7292, -1.8833, 20.5312)  0.11
H (-2.6503, -0.5978, 19.9573)  0.11
H (-2.7353, -3.2481, 18.7332)  0.11
H (-2.0875, -1.7531, 17.9900)  0.13
O (-2.3923, -5.8710, 13.8683)  0.05
C (-1.6244, -6.3823, 13.1074)  -0.46
O (-1.4322, -5.9034, 11.8574)  0.04
C (-0.3365, -6.5684, 11.2290)  -0.16
C (-0.2487, -7.9434, 11.9177)  -0.14
C (-0.7988, -7.6273, 13.3193)  -0.06
H (0.5964, -6.0061, 11.2977)  0.12
H (-0.5741, -6.6784, 10.1732)  0.12
H (0.7633, -8.3358, 11.9457)  0.11
H (-0.8956, -8.6152, 11.3564)  0.11
H (0.0219, -7.4566, 14.0132)  0.13
H (-1.4420, -8.4181, 13.6980)  0.13

Cartesian forces (eV/Å) of the 3 atoms listed first:
K -0.43 -0.21 0.21
C -0.35 1.82 0.93
O 0.85 -0.85 -0.65

This record from the OMol25 dataset describes a cluster of 5 separate species, C20H40O15 in total in a non-equilibrium geometry. The level of theory is ωB97M-V/def2-TZVPD.

2S+1	1
orbital gap	11.30	eV
LUMO energy	0.6	eV
HOMO	-10.732	eV
relative energy (zero: lowest compared OMol25 entry of this formula, charge and spin)	8.5	kcal/mol
SMILES string	CCOC(=O)OC.CCOC(=O)OC.CCOC(=O)OC.CCOC(=O)OC.CCOC(=O)OC
net charge	0

Last column: Löwdin charge in e.
Positions of all 75 atoms, in Å:
C (3.6160, -1.4553, -2.6992)  -0.06
C (2.5694, -2.5092, -2.9523)  -0.19
O (2.5229, -2.8033, -4.3695)  0.03
C (2.9366, -4.0084, -4.7493)  -0.61
O (3.4068, -4.8580, -4.0411)  0.12
O (2.7720, -4.0961, -6.0683)  0.00
C (2.8441, -5.3793, -6.6582)  -0.05
H (3.6627, -1.1925, -1.6401)  0.06
H (3.3606, -0.5350, -3.2248)  0.08
H (4.6182, -1.8098, -2.9372)  0.08
H (1.5630, -2.1531, -2.7404)  0.11
H (2.7987, -3.4145, -2.3947)  0.12
H (3.8538, -5.5643, -7.0321)  0.10
H (2.1308, -5.4178, -7.4749)  0.09
H (2.6404, -6.1828, -5.9489)  0.09
C (4.4351, 4.8070, 3.4286)  -0.06
C (5.1324, 6.1084, 3.0959)  -0.23
O (6.2622, 5.9778, 2.2633)  0.05
C (6.0390, 5.8290, 0.9589)  -0.61
O (5.0053, 6.0386, 0.3784)  0.13
O (7.1630, 5.4061, 0.3985)  0.01
C (7.1110, 5.1277, -0.9901)  -0.04
H (5.0182, 4.0582, 3.9706)  0.08
H (3.9347, 4.3256, 2.5901)  0.06
H (3.6414, 5.0063, 4.1591)  0.08
H (5.3726, 6.5932, 4.0433)  0.12
H (4.3986, 6.7972, 2.6674)  0.12
H (6.3290, 4.3886, -1.1918)  0.09
H (8.0572, 4.7063, -1.3098)  0.09
H (6.8754, 6.0125, -1.5813)  0.10
C (-9.8255, -2.1617, -1.3580)  -0.07
C (-9.2388, -1.1941, -0.3600)  -0.22
O (-7.8362, -1.0960, -0.6331)  0.04
C (-7.1785, -0.1073, -0.0550)  -0.62
O (-7.6325, 0.7119, 0.7010)  0.13
O (-5.9093, -0.1551, -0.4574)  0.01
C (-5.0104, 0.8056, 0.0529)  -0.06
H (-9.9048, -1.6647, -2.3248)  0.08
H (-10.7797, -2.5612, -1.0229)  0.08
H (-9.1698, -3.0169, -1.5350)  0.08
H (-9.4034, -1.4648, 0.6839)  0.13
H (-9.6933, -0.2096, -0.4937)  0.13
H (-4.0099, 0.4092, -0.0938)  0.07
H (-5.1233, 1.0311, 1.1148)  0.09
H (-5.0713, 1.7724, -0.4520)  0.10
C (-1.1427, 0.0009, -0.0727)  -0.07
C (0.2409, 0.0245, -0.6953)  -0.19
O (0.8847, 1.2617, -0.3198)  0.04
C (2.1565, 1.1711, 0.0690)  -0.59
O (2.8210, 0.1766, 0.1401)  0.11
O (2.5801, 2.4072, 0.3727)  0.02
C (3.9888, 2.5394, 0.4152)  -0.06
H (-1.7504, -0.8270, -0.4258)  0.08
H (-1.6563, 0.9650, -0.1138)  0.08
H (-1.0429, -0.0742, 1.0187)  0.07
H (0.1297, 0.0775, -1.7786)  0.13
H (0.8180, -0.8235, -0.3453)  0.12
H (4.2885, 3.5848, 0.4714)  0.07
H (4.5139, 2.2695, -0.5129)  0.10
H (4.3893, 1.9162, 1.2110)  0.10
C (0.2201, -3.0198, 4.0991)  -0.06
C (-0.7754, -2.4473, 3.1043)  -0.18
O (-2.0897, -2.5202, 3.7363)  0.03
C (-3.1309, -2.3560, 2.9408)  -0.62
O (-3.1217, -2.4184, 1.7325)  0.11
O (-4.2122, -2.1565, 3.6859)  0.01
C (-5.3882, -1.7344, 2.9768)  -0.01
H (1.0068, -3.5571, 3.5628)  0.08
H (-0.2353, -3.7838, 4.7265)  0.08
H (0.6837, -2.2321, 4.6853)  0.07
H (-0.8589, -3.0403, 2.1987)  0.12
H (-0.5867, -1.3850, 2.9727)  0.12
H (-5.8648, -2.6219, 2.5624)  0.10
H (-5.0794, -1.0450, 2.1961)  0.07
H (-6.0714, -1.2541, 3.6689)  0.10

Cartesian forces (eV/Å) of the 3 atoms listed first:
C 0.00 0.30 0.53
C 0.24 0.04 -0.20
O -0.05 -0.10 0.01